The following is a quantum chemistry calculation of a 16-piece molecular cluster, C58H120O16 overall, from the Open Molecules 2025 dataset.

Its gap between HOMO and LUMO is 9.73 eV. As for the HOMO energy: -9.2 eV. The calculation puts the energy at -94843.1180 eV. As for the LUMO energy: 0.01933 Eh.

ORCA input file:
```
! RIJCOSX wB97M-V def2-TZVPD def2/J DEFGRID3
* xyz 0 1
C -15.80017 16.44282 1.48430
O -17.15079 16.08685 1.25869
H -15.31153 16.13975 0.55830
H -15.70380 17.51300 1.66747
H -15.36694 15.96776 2.36449
H -17.59486 16.59450 0.57555
C -21.72777 19.98277 4.51881
O -20.68743 19.82270 5.45268
H -22.66732 20.27507 4.98777
H -21.48784 20.81666 3.85913
H -21.92565 19.05147 3.98815
H -20.31651 18.94247 5.35676
C -17.66897 22.50348 6.76154
C -16.71900 23.68366 6.62975
C -15.54767 23.15828 5.73076
O -15.79556 21.74820 5.63197
C -16.78066 21.32402 6.56014
H -18.37781 22.60045 5.93920
H -18.25073 22.39069 7.67638
H -16.44822 23.82286 7.67635
H -17.16118 24.54301 6.12565
H -14.64366 23.42447 6.27849
H -15.61118 23.71073 4.79328
H -16.33101 20.91043 7.46283
H -17.33567 20.51760 6.08081
C -15.27742 12.82741 2.39510
C -15.95333 11.48527 2.40920
C -15.61086 10.90466 1.05848
O -14.55213 11.68516 0.58500
C -14.76531 13.04915 0.95207
H -14.45457 12.86686 3.10885
H -15.97109 13.59235 2.74412
H -17.02813 11.58347 2.56178
H -15.56837 10.84890 3.20602
H -16.46190 10.99004 0.38279
H -15.37517 9.84058 1.07514
H -15.52303 13.50742 0.31650
H -13.85341 13.63454 0.83442
C -20.04513 11.67905 1.65324
C -19.94429 13.19513 1.47374
C -19.31127 13.54367 2.82760
O -19.91094 12.71205 3.75000
C -20.19411 11.48173 3.16231
H -19.19888 11.15110 1.21369
H -20.92482 11.27806 1.14978
H -20.88539 13.71282 1.28821
H -19.26495 13.40623 0.64789
H -19.50928 14.59636 3.02946
H -18.22303 13.49349 2.86366
H -21.23563 11.23246 3.36529
H -19.49094 10.73910 3.53935
C -11.87837 19.41837 5.30068
C -12.87616 19.59994 4.20738
C -13.91075 18.48077 4.51909
O -13.20483 17.51203 5.27678
C -11.81461 17.88236 5.32252
H -12.19113 19.83181 6.25951
H -11.04066 20.04687 4.99848
H -12.45028 19.33216 3.24042
H -13.23139 20.62381 4.09076
H -14.24833 18.01336 3.59406
H -14.69682 18.99464 5.07237
H -11.28904 17.46886 4.46177
H -11.40869 17.42128 6.22293
C -18.42987 20.58388 2.47651
C -18.02189 19.80436 1.19103
C -16.85214 20.62805 0.58652
O -16.38249 21.39049 1.68961
C -17.05974 21.06515 2.91921
H -18.86835 19.91800 3.21977
H -19.01766 21.48272 2.29023
H -18.81310 19.69110 0.44991
H -17.73011 18.78653 1.44987
H -17.22480 21.30996 -0.17783
H -16.11445 19.91692 0.21475
H -17.12614 21.91996 3.59224
H -16.48038 20.24304 3.33942
C -24.06032 17.27320 7.83983
C -23.34285 16.04786 7.37978
C -22.49627 16.56937 6.22491
O -23.23377 17.66499 5.65594
C -24.01347 18.28097 6.69283
H -23.48949 17.63808 8.69370
H -25.04056 17.01366 8.23969
H -24.01685 15.27151 7.01772
H -22.71164 15.63725 8.16786
H -22.36817 15.74613 5.52206
H -21.51699 16.92682 6.54321
H -25.02804 18.44521 6.32985
H -23.57641 19.20042 7.08233
C -13.86287 17.86628 9.46732
C -14.36559 18.70241 10.64344
C -15.85600 18.68741 10.29179
O -15.92396 18.65644 8.89386
C -14.66408 18.41370 8.25335
H -14.15309 16.83105 9.64668
H -12.80029 17.85413 9.22463
H -13.92187 19.69005 10.51790
H -14.25992 18.37982 11.67924
H -16.37917 19.55754 10.68837
H -16.30398 17.77784 10.69187
H -14.20386 19.32909 7.88137
H -14.81632 17.72071 7.42590
C -18.27767 14.08912 10.21612
C -16.98848 13.47515 9.59179
C -16.06322 14.59389 9.81357
O -16.40821 15.04372 11.08923
C -17.76369 14.90856 11.39998
H -18.90227 13.25296 10.53046
H -18.83040 14.73336 9.53236
H -17.04083 13.24829 8.52695
H -16.65461 12.58828 10.13042
H -16.19160 15.50811 9.23407
H -15.02445 14.26495 9.78415
H -18.22813 15.88221 11.24378
H -17.96586 14.39907 12.34213
C -17.94059 10.93962 6.76683
C -17.05631 9.76968 7.05797
C -15.64855 10.47219 6.92596
O -15.81504 11.30454 5.80490
C -17.14716 11.74725 5.64759
H -18.09857 11.53838 7.66384
H -18.87865 10.60080 6.32712
H -17.21788 8.94869 6.35943
H -17.25073 9.43653 8.07743
H -14.76624 9.83284 6.89661
H -15.47990 11.14169 7.76942
H -17.50778 11.46445 4.65861
H -17.31386 12.82114 5.73169
C -11.55536 13.92140 6.76555
C -12.75456 14.23345 5.93297
C -13.74789 14.84227 6.95995
O -13.19286 14.76840 8.24733
C -11.78064 14.63311 8.07499
H -10.58217 14.22069 6.37640
H -11.49113 12.83555 6.83561
H -13.25468 13.32392 5.60018
H -12.52010 14.84895 5.06446
H -14.66409 14.25383 7.00903
H -13.97091 15.84614 6.59855
H -11.34912 14.14659 8.94973
H -11.33748 15.62862 8.04863
C -21.82092 16.45297 2.64968
C -20.82731 16.72125 1.56141
C -21.28768 18.07234 1.03933
O -22.65929 18.28150 1.41045
C -23.13707 17.10475 2.08110
H -21.46670 16.91247 3.57243
H -21.86954 15.38235 2.84843
H -20.88040 16.01431 0.73345
H -19.77153 16.73444 1.83211
H -21.14519 18.02298 -0.04019
H -20.68442 18.88041 1.45309
H -23.68913 16.45718 1.39994
H -23.75044 17.31330 2.95767
C -22.45228 11.47945 7.45007
C -21.69950 12.47456 6.61885
C -20.64581 13.05391 7.59611
O -20.57946 12.11609 8.70367
C -21.40989 11.01574 8.49546
H -22.85174 10.66454 6.84637
H -23.33381 11.95166 7.88370
H -22.19750 13.29451 6.10136
H -21.14526 11.84734 5.92063
H -20.92811 14.06749 7.88083
H -19.66774 13.08341 7.11586
H -21.94189 10.83140 9.42878
H -20.81239 10.15892 8.18403
C -20.91301 18.19313 11.77510
C -19.78002 18.87143 11.09384
C -19.63257 18.17401 9.72701
O -20.88123 17.45138 9.55717
C -21.32576 17.05957 10.88855
H -21.76146 18.84567 11.98106
H -20.65911 17.82526 12.76923
H -18.85436 18.80053 11.66498
H -19.97851 19.90661 10.81612
H -18.77825 17.50423 9.62878
H -19.49730 18.86525 8.89516
H -20.81240 16.13666 11.15839
H -22.40583 16.92681 10.95122
C -17.12297 16.20528 5.06144
C -18.06565 15.81538 6.22332
C -18.54330 17.18784 6.67775
O -18.70541 17.95561 5.52430
C -17.95083 17.33806 4.44762
H -16.91257 15.43514 4.31934
H -16.15021 16.58269 5.37674
H -17.69286 15.32648 7.12338
H -18.83341 15.10677 5.91267
H -17.77328 17.65112 7.29460
H -19.44812 17.11849 7.28155
H -17.31870 18.09617 3.98524
H -18.68488 16.98141 3.72506
*
```

Löwdin population analysis, charges in e, atoms 1 to 4: C -0.147; O -0.139; H 0.083; H 0.061